P | {"formula": "C42H36N6O12", "method": "wB97M-V/def2-TZVPD", "mol_weight_g_mol": 816.8, "e_lumo_ev": -1.3, "gap_ev": 8.559, "e_homo_ev": -9.9, "charge": 0, "elements": ["O", "N", "O", "C", "C", "C", "C", "C", "C", "H", "H", "H", "H", "H", "O", "N", "O", "C", "C", "C", "C", "C", "C", "H", "H", "H", "H", "H", "O", "N", "O", "C", "C", "C", "C", "C", "C", "H", "H", "H", "H", "H", "O", "N", "O", "C", "C", "C", "C", "C", "C", "H", "H", "H", "H", "H", "O", "N", "O", "C", "C", "C", "C", "C", "C", "H", "H", "H", "H", "H", "O", "N", "O", "C", "C", "C", "C", "C", "C", "H", "H", "H", "H", "H", "C", "C", "C", "C", "C", "C", "H", "H", "H", "H", "H", "H"], "xyz": [[-4.669, -4.354, -4.870], [-5.340, -3.411, -4.388], [-6.519, -3.547, -4.001], [-4.657, -2.061, -4.353], [-5.217, -1.012, -3.592], [-4.531, 0.175, -3.399], [-3.244, 0.362, -3.900], [-2.662, -0.673, -4.605], [-3.343, -1.862, -4.826], [-6.169, -1.039, -3.083], [-4.922, 1.054, -2.909], [-2.763, 1.320, -3.768], [-1.711, -0.524, -5.095], [-2.812, -2.602, -5.407], [-4.144, 4.781, -1.429], [-4.958, 3.837, -1.417], [-5.960, 3.794, -2.168], [-4.739, 2.788, -0.399], [-5.709, 1.917, 0.112], [-5.417, 0.977, 1.081], [-4.098, 0.828, 1.560], [-3.094, 1.624, 1.068], [-3.391, 2.596, 0.072], [-6.731, 2.012, -0.222], [-6.173, 0.353, 1.534], [-3.931, 0.292, 2.482], [-2.101, 1.531, 1.483], [-2.533, 3.152, -0.277], [4.071, -6.002, 0.985], [4.106, -5.026, 0.251], [4.102, -5.060, -0.968], [4.307, -3.739, 0.978], [3.631, -2.593, 0.545], [3.714, -1.393, 1.280], [4.564, -1.330, 2.375], [5.148, -2.506, 2.893], [5.002, -3.676, 2.175], [3.023, -2.718, -0.338], [3.246, -0.494, 0.906], [4.821, -0.356, 2.764], [5.734, -2.409, 3.795], [5.535, -4.510, 2.606], [3.568, 4.534, -3.426], [4.304, 3.604, -3.619], [4.096, 2.595, -4.296], [5.538, 3.522, -2.822], [6.797, 3.271, -3.416], [7.960, 3.351, -2.692], [7.901, 3.671, -1.306], [6.646, 3.825, -0.686], [5.452, 3.807, -1.416], [6.936, 3.032, -4.460], [8.921, 3.048, -3.079], [8.815, 3.619, -0.734], [6.620, 3.824, 0.393], [4.455, 3.944, -1.023], [3.447, 1.640, 3.441], [2.354, 2.206, 3.525], [2.237, 3.437, 3.421], [1.085, 1.436, 3.767], [1.140, 0.055, 3.987], [0.013, -0.711, 4.176], [-1.250, -0.128, 4.263], [-1.303, 1.272, 4.111], [-0.145, 2.069, 3.859], [2.107, -0.426, 3.975], [0.058, -1.787, 4.262], [-2.143, -0.709, 4.438], [-2.303, 1.679, 4.078], [-0.198, 3.143, 3.752], [-5.699, -2.208, 2.395], [-4.791, -2.821, 2.998], [-4.864, -3.132, 4.185], [-3.564, -3.187, 2.262], [-3.301, -2.712, 0.935], [-2.029, -2.974, 0.347], [-1.074, -3.625, 1.045], [-1.349, -4.117, 2.291], [-2.567, -3.919, 2.913], [-4.096, -2.140, 0.480], [-1.722, -2.534, -0.590], [-0.137, -3.736, 0.519], [-0.636, -4.672, 2.883], [-2.600, -4.301, 3.922], [0.745, 1.148, 0.108], [-0.032, 0.081, -0.349], [-0.272, 0.025, -1.698], [0.100, 1.047, -2.602], [1.022, 1.953, -2.080], [1.263, 2.103, -0.716], [0.983, 1.246, 1.157], [-0.485, -0.616, 0.340], [-0.879, -0.802, -2.034], [-0.054, 0.997, -3.669], [1.526, 2.706, -2.668], [1.941, 2.872, -0.378]], "lowdin_charge": [0.0468, -0.3042, 0.0574, -0.1021, -0.0026, -0.0645, -0.0723, -0.0856, -0.0079, 0.1167, 0.0926, 0.1062, 0.1058, 0.1149, 0.0605, -0.3157, 0.0540, -0.1298, -0.0194, -0.0552, -0.0819, -0.0684, 0.0334, 0.1187, 0.1018, 0.0943, 0.0806, 0.1104, 0.0739, -0.3476, 0.0861, -0.1386, 0.0030, -0.0581, -0.0766, -0.0547, -0.0265, 0.1131, 0.0953, 0.0902, 0.1081, 0.1187, 0.0971, -0.3659, 0.0742, -0.1238, -0.0210, -0.0740, -0.0553, -0.0703, 0.0098, 0.1172, 0.1055, 0.0998, 0.1025, 0.1048, 0.0544, -0.3098, 0.0625, -0.1540, -0.0134, -0.0668, -0.0527, -0.0580, 0.0068, 0.1075, 0.1048, 0.1040, 0.0985, 0.1182, 0.0441, -0.3207, 0.0720, -0.1269, 0.0432, -0.0706, -0.0923, -0.0777, -0.0141, 0.1053, 0.0945, 0.1149, 0.1124, 0.1193, -0.1096, -0.0911, -0.0936, -0.0544, -0.0790, -0.0827, 0.0776, 0.0865, 0.0825, 0.0964, 0.0878, 0.1022]}



Q | {"formula": "C42H36N6O12", "method": "wB97M-V/def2-TZVPD", "mol_weight_g_mol": 816.8, "e_lumo_ev": -0.9, "gap_ev": 8.633, "e_homo_ev": -9.5, "charge": 0, "elements": ["O", "N", "O", "C", "C", "C", "C", "C", "C", "H", "H", "H", "H", "H", "O", "N", "O", "C", "C", "C", "C", "C", "C", "H", "H", "H", "H", "H", "O", "N", "O", "C", "C", "C", "C", "C", "C", "H", "H", "H", "H", "H", "O", "N", "O", "C", "C", "C", "C", "C", "C", "H", "H", "H", "H", "H", "O", "N", "O", "C", "C", "C", "C", "C", "C", "H", "H", "H", "H", "H", "O", "N", "O", "C", "C", "C", "C", "C", "C", "H", "H", "H", "H", "H", "C", "C", "C", "C", "C", "C", "H", "H", "H", "H", "H", "H"], "xyz": [[-6.642, -5.133, -20.846], [-7.644, -4.391, -20.970], [-8.799, -4.755, -20.667], [-7.388, -3.025, -21.571], [-8.386, -2.030, -21.499], [-8.122, -0.726, -21.881], [-6.852, -0.331, -22.298], [-5.850, -1.283, -22.327], [-6.103, -2.600, -21.967], [-9.391, -2.168, -21.129], [-8.848, 0.071, -21.942], [-6.699, 0.684, -22.633], [-4.884, -1.037, -22.743], [-5.261, -3.272, -22.044], [-11.257, 7.535, -21.046], [-11.758, 6.475, -20.623], [-12.486, 5.739, -21.328], [-11.525, 6.155, -19.198], [-12.317, 5.324, -18.398], [-12.034, 5.098, -17.065], [-10.890, 5.670, -16.469], [-10.050, 6.463, -17.212], [-10.340, 6.700, -18.585], [-13.207, 4.880, -18.818], [-12.679, 4.518, -16.422], [-10.820, 5.708, -15.392], [-9.208, 6.933, -16.726], [-9.608, 7.308, -19.095], [5.593, 2.452, -9.558], [5.545, 2.932, -10.681], [5.857, 2.354, -11.708], [5.196, 4.383, -10.697], [4.365, 4.878, -11.707], [3.928, 6.218, -11.682], [4.424, 7.071, -10.705], [5.156, 6.555, -9.615], [5.521, 5.224, -9.646], [4.057, 4.159, -12.451], [3.344, 6.614, -12.499], [4.299, 8.134, -10.846], [5.446, 7.252, -8.842], [6.135, 4.930, -8.807], [4.073, 12.086, -23.469], [5.059, 11.508, -23.099], [5.312, 10.304, -23.182], [6.025, 12.246, -22.271], [7.413, 12.231, -22.547], [8.287, 13.043, -21.871], [7.795, 13.907, -20.852], [6.431, 13.856, -20.504], [5.512, 13.081, -21.220], [7.870, 11.617, -23.309], [9.360, 12.970, -21.968], [8.514, 14.453, -20.259], [6.135, 14.332, -19.581], [4.450, 13.008, -21.036], [-1.687, 11.695, -11.547], [-2.877, 11.798, -11.854], [-3.295, 12.714, -12.580], [-3.906, 10.819, -11.361], [-3.533, 9.810, -10.465], [-4.419, 8.861, -10.007], [-5.771, 8.918, -10.334], [-6.165, 9.974, -11.181], [-5.244, 10.931, -11.707], [-2.501, 9.762, -10.150], [-4.105, 8.038, -9.381], [-6.487, 8.199, -9.963], [-7.196, 9.929, -11.500], [-5.559, 11.740, -12.349], [-9.761, 0.709, -11.132], [-8.902, 0.808, -10.228], [-9.186, 1.062, -9.059], [-7.478, 0.623, -10.570], [-7.028, 0.510, -11.926], [-5.627, 0.492, -12.191], [-4.740, 0.621, -11.182], [-5.176, 0.680, -9.887], [-6.517, 0.680, -9.557], [-7.807, 0.483, -12.674], [-5.226, 0.541, -13.192], [-3.707, 0.633, -11.498], [-4.512, 0.752, -9.038], [-6.698, 0.810, -8.500], [-2.198, 7.210, -17.672], [-2.512, 5.852, -17.585], [-2.379, 5.113, -18.732], [-2.085, 5.675, -19.996], [-1.608, 6.984, -19.933], [-1.770, 7.807, -18.821], [-2.269, 7.848, -16.804], [-2.917, 5.429, -16.677], [-2.632, 4.066, -18.649], [-1.944, 5.098, -20.898], [-1.197, 7.516, -20.779], [-1.436, 8.833, -18.866]], "lowdin_charge": [0.0467, -0.3042, 0.0566, -0.1022, -0.0092, -0.0776, -0.0719, -0.0787, -0.0105, 0.1156, 0.1070, 0.1075, 0.1070, 0.1140, 0.0562, -0.3160, 0.0579, -0.1188, -0.0206, -0.0654, -0.0815, -0.0737, 0.0214, 0.1164, 0.1062, 0.1055, 0.1039, 0.1085, 0.0757, -0.3468, 0.0850, -0.1374, 0.0001, -0.0641, -0.0733, -0.0605, -0.0265, 0.1147, 0.1040, 0.1039, 0.1067, 0.1186, 0.1033, -0.3677, 0.0769, -0.1252, -0.0222, -0.0759, -0.0582, -0.0744, 0.0084, 0.1168, 0.1048, 0.0989, 0.1011, 0.1135, 0.0658, -0.3174, 0.0550, -0.1319, -0.0184, -0.0813, -0.0635, -0.0518, 0.0055, 0.1149, 0.1065, 0.1055, 0.0982, 0.1130, 0.0510, -0.3270, 0.0696, -0.1235, 0.0369, -0.0730, -0.1011, -0.0777, -0.0115, 0.1075, 0.1075, 0.1134, 0.1098, 0.1181, -0.1129, -0.0976, -0.1085, -0.0650, -0.1023, -0.1029, 0.0975, 0.0998, 0.0942, 0.0971, 0.0968, 0.1038]}



Pick the least stable structure from those above. Pick: Q